Record 1
126
Properties=species:S:1:pos:R:3:mulliken_charge:R:1 method="wB97M-V/def2-TZVPD" homo_energy_ev=-9.711 smiles=CC(C)O.CC(C)O.CC(C)O.CC(C)O.CC(C)O.CC(C)O.CC(C)O.CC(C)O.CC(C)O.CC(C)O.CO
C -5.65632 -5.59812 -2.35659 -1.15
C -6.16412 -4.21030 -2.83318 0.40
C -5.23229 -3.08864 -2.35760 -1.29
O -6.03998 -4.11489 -4.21018 -0.55
H -4.56950 -5.56673 -2.27955 0.23
H -5.98544 -6.46581 -2.92834 0.36
H -6.14463 -5.70595 -1.38807 0.33
H -7.21588 -3.99759 -2.64174 0.33
H -5.22987 -3.12193 -1.26812 0.29
H -5.62347 -2.09473 -2.57492 0.38
H -4.18921 -3.15808 -2.66628 0.34
H -5.12884 -3.90449 -4.42735 0.32
C -2.81260 -1.73868 5.24018 -1.41
C -4.16445 -2.26160 5.31993 0.57
C -4.74057 -2.36379 3.84824 -1.08
O -4.07461 -3.54128 5.83420 -0.54
H -2.28773 -1.80721 6.19302 0.34
H -2.84586 -0.67063 5.02511 0.38
H -2.15118 -2.22144 4.52076 0.30
H -4.78439 -1.63261 5.95879 0.21
H -4.96946 -1.32810 3.59714 0.31
H -5.69486 -2.88227 3.75541 0.35
H -3.99785 -2.68293 3.11708 0.25
H -4.97941 -3.82010 5.99302 0.33
C 0.19497 7.40484 2.69357 -1.32
C 1.31504 7.94293 3.58365 0.55
C 0.97840 9.19636 4.40846 -1.25
O 1.50813 6.95056 4.57055 -0.53
H 0.41885 6.43835 2.24205 0.32
H 0.03296 8.06368 1.84046 0.37
H -0.73158 7.28319 3.25464 0.32
H 2.27177 8.02435 3.06779 0.18
H 0.78579 9.96379 3.65877 0.34
H 1.82699 9.58592 4.97079 0.40
H 0.15088 9.12064 5.11386 0.31
H 2.22575 7.29670 5.10610 0.30
C 5.19278 5.99473 -0.17287 -1.25
C 6.28319 6.10941 0.94747 0.31
C 7.28605 4.92936 0.84099 -1.17
O 7.02309 7.25464 0.70335 -0.55
H 4.54446 6.87095 -0.17577 0.35
H 4.49320 5.17139 -0.02857 0.35
H 5.63767 5.92365 -1.16540 0.37
H 5.84552 6.09923 1.94569 0.30
H 8.21112 5.12861 1.38195 0.34
H 7.64073 4.75005 -0.17398 0.29
H 6.79085 4.07217 1.29716 0.31
H 7.20090 7.35487 -0.23470 0.34
C 3.84459 2.18649 4.95715 -1.15
C 2.51095 1.65637 5.45712 0.39
C 2.36659 1.92770 6.96028 -1.34
O 1.48613 2.34200 4.79201 -0.50
H 4.59897 1.70212 5.57714 0.35
H 4.04492 3.25564 5.02704 0.30
H 3.92573 1.88039 3.91417 0.30
H 2.36168 0.58917 5.29308 0.27
H 1.38033 1.76680 7.39560 0.36
H 2.46781 2.97989 7.22622 0.32
H 3.11389 1.48193 7.61673 0.38
H 1.51302 3.26672 5.04848 0.31
C -2.55518 2.58480 -5.67944 -1.20
C -4.00475 2.22847 -6.02097 0.63
C -4.84720 3.43913 -6.35591 -1.38
O -3.92702 1.31940 -7.11720 -0.53
H -2.08593 1.74866 -5.16101 0.29
H -2.56390 3.32389 -4.87834 0.36
H -1.92023 2.79526 -6.54005 0.32
H -4.55143 1.69712 -5.24193 0.15
H -5.80224 2.98995 -6.62835 0.38
H -4.43265 3.94915 -7.22548 0.34
H -5.06179 4.12331 -5.53495 0.37
H -4.69744 1.47514 -7.66838 0.28
C -1.15358 -7.38908 1.96497 -1.16
C 0.20623 -7.62455 2.70418 0.43
C 1.17946 -6.42292 2.72487 -1.17
O -0.01405 -8.05644 4.05177 -0.55
H -0.96448 -7.27076 0.89804 0.35
H -1.67077 -6.50986 2.34913 0.25
H -1.82678 -8.23983 2.07054 0.32
H 0.62445 -8.44663 2.12334 0.26
H 1.33282 -6.00963 1.72799 0.35
H 2.09755 -6.68956 3.24840 0.31
H 0.75415 -5.57831 3.26694 0.30
H -0.32660 -7.34401 4.61424 0.33
C 6.22238 -4.00797 -4.45766 -1.23
C 6.60040 -2.96601 -3.44015 0.30
C 5.57997 -2.62328 -2.39517 -1.17
O 7.57675 -3.47917 -2.66696 -0.54
H 5.54610 -3.62901 -5.22390 0.35
H 5.61522 -4.81109 -4.04000 0.28
H 7.08162 -4.45403 -4.95848 0.33
H 6.98622 -2.08418 -3.95164 0.31
H 4.80723 -1.94160 -2.75051 0.34
H 6.04354 -2.05878 -1.58613 0.33
H 5.21421 -3.55301 -1.95937 0.32
H 7.18497 -4.21950 -2.19789 0.37
C 0.79511 0.79570 -0.69434 -1.43
C -0.50059 0.09695 -0.31133 0.53
C -0.31219 -1.40478 -0.14724 -1.22
O -0.98095 0.68875 0.87630 -0.48
H 1.03965 0.60455 -1.73922 0.39
H 1.60496 0.41980 -0.06910 0.35
H 0.75549 1.88107 -0.60217 0.37
H -1.27334 0.33286 -1.04298 0.24
H 0.27035 -1.60978 0.75094 0.32
H 0.35666 -1.68920 -0.95955 0.34
H -1.23427 -1.97795 -0.05055 0.30
H -0.24405 0.85321 1.46920 0.28
C -0.59128 -4.56830 -5.34023 -1.31
C -0.70182 -3.09142 -5.76477 0.63
C 0.43771 -2.63223 -6.64027 -1.26
O -1.91398 -3.03572 -6.48804 -0.56
H -1.47109 -5.05278 -4.91677 0.31
H 0.13499 -4.58253 -4.52756 0.37
H -0.12009 -5.23164 -6.06553 0.32
H -0.77151 -2.47278 -4.87005 0.20
H 0.11386 -1.68601 -7.07374 0.35
H 0.58066 -3.33618 -7.46010 0.33
H 1.33574 -2.61228 -6.02282 0.32
H -2.11002 -2.14897 -6.79924 0.29
C -5.02179 3.85082 2.00333 -0.43
O -5.08702 2.83165 1.08841 -0.48
H -5.21085 3.45995 3.00311 0.22
H -4.02060 4.27959 1.95987 0.19
H -5.83337 4.53856 1.76571 0.20
H -4.33318 2.24635 1.19217 0.30

Record 2
149
Properties=species:S:1:pos:R:3:mulliken_charge:R:1 method="wB97M-V/def2-TZVPD" homo_energy_ev=-5.735 total_charge=-1
C -0.07188 1.38894 1.40800 2.13
N 0.74880 0.33081 0.76357 1.24
C 1.31336 0.90260 -0.49465 -0.35
C 1.88443 0.04674 1.71195 -0.68
C -0.05732 -0.91893 0.48002 2.37
C 0.50987 -1.76889 -0.67238 -1.22
O 1.72183 -2.38190 -0.29754 -0.21
H -0.82796 1.78383 0.72391 -0.01
H 0.60033 2.23226 1.55943 -1.37
H -0.62492 1.05381 2.28386 -0.19
H 0.47082 1.04145 -1.17713 -0.03
H 2.02869 0.21243 -0.93307 0.49
H 1.71426 1.90552 -0.40736 -0.58
H 2.49850 -0.80641 1.41936 0.16
H 1.45756 -0.32788 2.64618 -0.11
H 2.53468 0.90608 1.85509 0.62
H -1.05575 -0.55981 0.22805 -1.04
H -0.09229 -1.41440 1.44752 0.31
H 0.64928 -1.21249 -1.59654 0.39
H -0.21282 -2.57221 -0.86254 -0.29
H 1.47919 -2.90713 0.49026 0.24
S -0.70579 -1.93125 4.58849 1.10
O -1.27309 -0.56973 4.82313 -0.74
O -1.19101 -2.86125 5.59731 -0.82
O -1.07022 -2.39879 3.21613 -1.09
O 0.75171 -1.80711 4.69718 -0.82
C -4.88085 0.57379 3.72010 -0.61
C -3.84611 1.58111 4.16535 -0.65
O -2.59533 1.34986 3.49767 -0.24
O -4.95058 0.44272 2.31289 -0.38
H -5.86311 0.82629 4.12109 0.46
H -4.53003 -0.34867 4.19909 0.24
H -3.58413 1.45204 5.22137 0.37
H -4.12725 2.62924 4.03114 0.35
H -2.19146 0.56404 3.93842 0.06
H -4.01417 0.29159 2.07075 -0.01
C -3.40459 -1.93563 0.65866 0.58
C -4.52883 -1.24774 -0.12574 -0.40
O -5.75870 -1.38806 0.57851 -0.76
O -3.08783 -1.19061 1.81741 0.30
H -2.51279 -2.19372 0.07275 -0.47
H -3.81378 -2.90610 0.98031 0.43
H -4.49955 -1.72737 -1.10294 0.47
H -4.28594 -0.18064 -0.15554 -0.07
H -5.57606 -0.97170 1.43763 0.50
H -2.45819 -1.65388 2.42335 -0.09
C 3.01015 3.47190 -2.84077 -0.29
C 4.04179 3.15852 -3.91989 -0.39
O 3.71508 3.73187 -5.19300 -0.60
O 1.75181 2.88992 -3.20238 -0.12
H 2.89616 4.55812 -2.76094 0.18
H 3.22239 3.02683 -1.87020 0.22
H 4.13539 2.08230 -4.06801 0.13
H 4.99931 3.59373 -3.63660 0.38
H 2.78935 3.61333 -5.41783 0.35
H 1.48546 3.24414 -4.05521 0.11
C 2.70854 -4.20061 2.81103 -0.50
C 1.24228 -4.56670 2.65756 -0.59
O 0.54689 -3.76307 1.69328 -0.57
O 2.87218 -2.83999 3.14727 -0.52
H 3.19763 -4.38586 1.84759 0.23
H 3.22559 -4.73153 3.61966 0.38
H 0.73158 -4.53259 3.62269 0.31
H 1.12796 -5.60486 2.32410 0.38
H -0.10748 -3.24713 2.26574 0.13
H 2.14625 -2.52165 3.73745 0.42
C 3.39394 4.79859 2.69292 -0.62
C 2.54542 4.31310 3.83523 -0.25
O 1.25866 3.85897 3.39625 -0.56
O 3.67435 3.73094 1.82353 -0.61
H 4.31868 5.32328 2.92858 0.45
H 2.80271 5.56813 2.17450 0.21
H 2.28041 5.09564 4.55879 0.32
H 3.10184 3.56897 4.41268 0.21
H 1.07818 2.96536 3.72871 0.10
H 2.95240 3.62217 1.18224 0.48
C 0.18225 0.98906 7.28331 -0.70
C 0.96713 1.88426 6.29249 -0.33
O 0.97001 1.36337 4.98451 -0.41
O -1.19805 0.98663 6.95077 -0.64
H 0.35445 1.35234 8.29974 0.41
H 0.55815 -0.03934 7.29637 0.24
H 2.00898 2.08512 6.54859 0.40
H 0.39794 2.82007 6.37433 0.17
H 0.21554 0.74609 4.92303 0.21
H -1.33610 0.40398 6.14006 0.50
O -0.73307 -0.96285 -7.09330 -0.71
C -0.05934 -1.34138 -6.14523 0.24
N 0.33869 -2.63638 -6.04288 -0.18
C 0.61370 -0.33496 -5.20026 0.29
H -0.09929 -3.27252 -6.68643 0.25
H 0.84056 -2.97805 -5.23011 0.14
H -0.11862 0.42063 -4.91650 -0.18
H 1.32565 0.21795 -5.81212 0.35
H 1.01601 -0.85160 -4.33172 -0.18
O -4.46441 3.12194 -1.64114 -0.72
C -4.55193 2.86743 -0.44231 0.02
N -5.70687 2.59500 0.16912 -0.24
C -3.31438 2.77427 0.43507 1.05
H -6.60282 2.72201 -0.26583 0.26
H -5.72918 2.14081 1.07222 0.17
H -3.52279 3.28963 1.37520 0.67
H -2.45350 3.12757 -0.12015 -1.35
H -3.10867 1.75066 0.75240 -0.64
O 4.55622 -0.35820 -1.21105 -0.60
C 5.00642 -0.14534 -2.32627 0.40
N 6.07293 0.67026 -2.46999 -0.35
C 4.44786 -0.80813 -3.57160 -0.53
H 6.51105 1.04044 -1.64591 0.26
H 6.30975 0.94144 -3.40766 0.22
H 4.55693 -0.28608 -4.52192 0.44
H 3.38654 -0.97559 -3.39198 -0.16
H 4.87703 -1.80647 -3.66221 0.39
O 1.72127 3.42979 0.09126 -0.56
C 0.53783 3.69697 -0.06051 -0.38
N -0.18128 4.19191 0.96424 0.16
C -0.19264 3.43842 -1.36620 1.10
H 0.25890 4.22589 1.87915 0.29
H -1.15395 4.39595 0.81787 0.28
H 0.34788 2.71470 -1.98160 -0.12
H -0.09931 4.35831 -1.95253 0.56
H -1.23368 3.23244 -1.13044 -0.68
O -3.52541 -3.27089 -2.85752 -0.65
C -2.67233 -4.07304 -2.50399 0.56
N -2.83817 -4.92490 -1.47542 -0.31
C -1.37736 -4.19202 -3.26120 -0.69
H -3.67057 -4.75696 -0.93186 0.26
H -2.22806 -5.70439 -1.32940 0.18
H -1.10603 -5.24194 -3.38364 0.51
H -0.62472 -3.53047 -2.82861 0.01
H -1.47302 -3.79501 -4.27219 0.31
O 2.27243 -3.63497 -4.06372 -0.58
C 2.20254 -4.82605 -3.79662 0.45
N 1.85580 -5.75944 -4.70005 -0.35
C 2.46179 -5.28027 -2.38255 -0.69
H 1.54234 -5.44197 -5.60421 0.23
H 1.62170 -6.70676 -4.46668 0.21
H 1.96473 -4.56930 -1.71833 -0.08
H 3.51393 -5.15574 -2.10536 0.35
H 2.30390 -6.28748 -1.99196 0.43
O -2.32504 0.70831 -1.78048 0.07
C -2.51134 1.08323 -2.94315 0.37
N -2.96795 0.21396 -3.87657 -0.27
C -2.14205 2.48021 -3.45724 -1.64
H -3.09339 -0.74657 -3.59073 0.15
H -3.32923 0.57947 -4.73852 0.20
H -1.19306 2.43693 -3.99285 0.28
H -2.08382 3.22643 -2.67014 0.31
H -2.91323 2.81658 -4.15437 0.64

Record 3
143
Properties=species:S:1:pos:R:3:mulliken_charge:R:1 method="wB97M-V/def2-TZVPD" homo_energy_ev=-8.677 smiles="COC[C@H](C)N.COC[C@H](C)N.COC[C@H](C)N.COC[C@H](C)N.COC[C@H](C)N.NC(N)=O.OCCO.OCCO.OCCO.OCCO.OCCO"
C -1.44884 16.00350 -3.79388 -0.36
O -1.50424 14.64353 -3.42918 -0.43
C -0.21532 14.00802 -3.25085 -0.57
C -0.38596 12.51355 -3.72769 1.46
C -1.70689 11.75971 -3.33316 -1.54
N 0.57771 11.68820 -3.09443 -0.79
H -1.07174 16.47571 -2.88672 0.35
H -2.47129 16.35588 -3.92994 0.20
H -0.79598 16.02839 -4.66638 0.05
H 0.50583 14.57594 -3.83866 0.12
H 0.10980 14.09617 -2.21420 0.36
H -0.22363 12.51819 -4.80553 -0.38
H -1.87206 11.94552 -2.27189 0.35
H -1.67452 10.72657 -3.67911 0.49
H -2.49988 12.13742 -3.97860 0.29
H 1.47909 12.04381 -3.37931 0.18
H 0.53559 10.75887 -3.48771 0.31
C 5.57717 8.51841 -10.54672 -0.79
O 5.32077 9.75836 -9.86028 -0.28
C 5.49018 10.94067 -10.66784 -1.13
C 4.56225 12.11359 -10.11009 1.46
C 4.81163 13.46495 -10.68722 -1.50
N 4.72312 12.22170 -8.71116 -0.39
H 5.56943 7.71172 -9.81371 0.23
H 6.49954 8.41412 -11.11807 0.29
H 4.75825 8.44007 -11.26178 0.31
H 6.55685 11.13123 -10.54953 0.34
H 5.18691 10.81666 -11.70743 0.48
H 3.53178 11.82207 -10.31315 -0.28
H 5.88115 13.53347 -10.88605 0.47
H 4.41836 14.25510 -10.04761 0.25
H 4.36934 13.66531 -11.66310 0.29
H 5.27905 12.95130 -8.28840 0.16
H 4.79553 11.34327 -8.21800 0.02
C -6.84421 16.24709 -13.11653 -0.81
O -5.56066 15.73445 -13.27288 -0.36
C -5.12789 14.85883 -12.21478 -1.34
C -4.30885 13.75414 -12.75328 0.50
C -3.86648 12.97155 -11.58095 -1.30
N -3.19590 14.28197 -13.50724 -0.46
H -6.93395 16.94285 -13.95078 0.24
H -6.82052 16.72713 -12.13822 0.34
H -7.62607 15.50040 -12.97777 0.31
H -4.61493 15.47092 -11.47294 0.47
H -5.97143 14.62791 -11.56423 0.63
H -5.00542 13.11694 -13.29814 0.26
H -3.14481 13.60565 -11.06595 0.09
H -3.43906 12.01058 -11.86721 0.31
H -4.69895 12.75980 -10.90993 0.43
H -3.25246 13.92764 -14.45135 0.20
H -3.30876 15.28547 -13.52596 0.42
C -1.21079 18.69465 -7.75962 -0.67
O -0.96796 18.69136 -6.38993 -0.12
C -1.30688 19.93127 -5.77790 -0.54
C -2.67564 20.02638 -5.03001 0.87
C -3.87276 20.35806 -5.93379 -1.48
N -2.54746 21.09734 -4.01431 -0.72
H -0.83640 17.82031 -8.29204 0.03
H -0.70085 19.52001 -8.25646 0.41
H -2.25636 18.84727 -8.02720 0.23
H -0.38616 20.04207 -5.20511 -0.02
H -1.28009 20.72395 -6.52559 0.39
H -2.88160 19.12197 -4.45751 0.02
H -3.72286 21.34346 -6.37496 0.36
H -4.80229 20.34893 -5.36457 0.37
H -3.97150 19.74528 -6.82980 0.33
H -2.59187 22.03514 -4.38668 0.31
H -1.60138 20.92660 -3.70468 0.22
C 2.11589 16.73918 -6.16166 -0.59
O 2.16962 15.59453 -6.96421 -0.15
C 0.97618 15.14572 -7.58431 -0.63
C 1.30639 13.97524 -8.54653 2.09
C 0.05243 13.03310 -8.91254 -2.36
N 2.22292 13.07715 -7.82194 -0.07
H 2.09876 17.57440 -6.86182 0.42
H 3.00316 16.83632 -5.53603 0.11
H 1.22615 16.75319 -5.53217 0.02
H 0.17705 15.03102 -6.85197 0.45
H 0.66213 16.01386 -8.16379 -0.05
H 1.80893 14.33623 -9.44389 -0.03
H 0.33931 12.16937 -9.51235 0.34
H -0.64554 13.56594 -9.55831 0.61
H -0.40987 12.71092 -7.97950 0.24
H 3.03027 12.77891 -8.35044 -0.28
H 2.76458 13.66769 -7.20715 0.11
N 0.62601 10.48362 -11.65367 -0.13
C -0.33309 10.15436 -12.39459 0.56
N -0.74235 11.28304 -12.91961 -0.26
O -0.73694 9.05045 -12.44296 -0.69
H 1.09082 9.70800 -11.20372 0.15
H 0.85520 11.39770 -11.29031 0.00
H -0.34521 12.19515 -12.74524 0.39
H -1.55539 11.32708 -13.51722 0.18
O -0.89712 16.21204 -13.06354 -0.50
C 0.44175 15.87110 -13.38727 -0.77
C 1.02969 15.05148 -12.20403 0.32
O 0.20522 13.87018 -11.96326 -0.56
H -1.40661 15.40388 -13.15788 0.23
H 0.46161 15.17235 -14.22359 0.36
H 1.13810 16.70275 -13.49473 0.40
H 1.01583 15.68597 -11.31784 0.15
H 2.02420 14.69525 -12.47267 0.10
H 0.40743 13.56153 -11.07700 -0.02
O 1.71194 9.06878 -4.58162 -0.55
C 2.43150 9.65099 -5.69619 -0.22
C 3.68808 10.32708 -5.09470 -0.14
O 3.38378 11.46497 -4.29128 -0.51
H 2.39083 8.54234 -4.15316 0.31
H 2.60689 8.86199 -6.42751 0.39
H 1.71323 10.35916 -6.10930 0.02
H 4.36286 10.45218 -5.94152 -0.15
H 4.33773 9.75353 -4.43357 0.57
H 2.76714 11.96591 -4.83018 0.15
O 2.47613 20.23881 -4.75819 -0.47
C 2.60341 20.22810 -3.28080 -0.67
C 1.15996 20.38295 -2.65792 -0.33
O 0.28606 19.16770 -2.74634 -0.43
H 3.34456 20.43553 -5.11698 0.27
H 3.36401 19.56956 -2.86141 0.38
H 3.12625 21.15088 -3.02941 0.43
H 0.65484 21.12740 -3.27335 0.18
H 1.19978 20.77608 -1.64207 0.38
H 0.89981 18.58786 -3.20318 0.30
O 5.22908 14.62628 -7.15225 -0.57
C 5.25343 13.89053 -6.00241 0.27
C 6.13803 14.51797 -4.94446 -0.94
O 5.78378 15.84282 -4.54778 -0.53
H 4.74005 15.41185 -6.89661 0.37
H 4.22037 13.97415 -5.66492 0.11
H 5.51974 12.84732 -6.17234 0.24
H 7.16808 14.45777 -5.29582 0.38
H 6.00021 13.87344 -4.07630 0.36
H 4.96632 15.85105 -4.04449 0.29
O -5.32298 10.79959 -8.35074 -0.51
C -3.97017 10.51042 -8.14275 -0.21
C -3.60228 10.95588 -6.64915 -0.09
O -3.91948 9.98266 -5.69134 -0.52
H -5.67284 10.01845 -8.78550 0.34
H -3.79250 9.45655 -8.35703 0.44
H -3.32330 11.07101 -8.81758 -0.02
H -4.00152 11.90262 -6.28530 0.26
H -2.52017 11.08643 -6.63815 0.01
H -4.77850 9.65860 -5.97179 0.31

ΔE to the lowest compared entry with this formula, charge and spin, record by record: 105.4, 0.0, 97.1 kcal/mol